Formula: C10H13O3
Source: the Open Molecules 2025 dataset
Level of theory: ωB97M-V/def2-TZVPD

- HOMO energy: -3.53 eV
- LUMO level: 3.6 eV
- Total charge: -1
- Energy above the lowest of the compared OMol25 structures with the same formula, charge and spin: 2.156 eV
- Spin multiplicity: 1

Last columns: bonded neighbours and bond lengths (Å).
Positions of all 26 atoms, in Å:
1 C 0.07 3.12 0.76  C2 1.505, C3 1.571, H6 1.147, H7 1.123
2 C -0.16 4.25 -0.20  C1 1.505, H8 1.085, H9 1.174, H10 1.120
3 C 1.30 2.19 0.45  C1 1.571, O4 1.182, O5 1.420
4 O 1.61 1.91 -0.65  C3 1.182
5 O 1.92 1.77 1.66  C3 1.420, H22 1.114
6 H 0.22 3.46 1.85  C1 1.147
7 H -0.69 2.29 0.83  C1 1.123
8 H 0.50 5.09 -0.01  C2 1.085
9 H -1.22 4.76 -0.16  C2 1.174
10 H -0.26 3.90 -1.26  C2 1.120
11 C -1.11 -3.53 -2.10  C15 1.548, H23 1.084, H24 1.145, H26 1.180
12 C -1.01 -1.37 1.13  C13 1.446, C14 1.389, H19 1.071
13 C 0.40 -1.11 1.36  C12 1.446, C16 1.466, O18 1.269
14 C -1.33 -2.23 0.09  C12 1.389, C15 1.347, H20 1.110
15 C -0.56 -2.72 -0.91  C11 1.548, C14 1.347, C17 1.357
16 C 1.27 -1.56 0.27  C13 1.466, C17 1.363, H21 1.135
17 C 0.72 -2.33 -0.71  C15 1.357, C16 1.363, H25 1.130
18 O 0.71 -0.29 2.27  C13 1.269
19 H -1.75 -0.86 1.71  C12 1.071
20 H -2.42 -2.41 0.06  C14 1.110
21 H 2.33 -1.17 0.11  C16 1.135
22 H 1.59 0.78 2.04  O5 1.114
23 H -1.95 -3.01 -2.55  C11 1.084
24 H -1.43 -4.56 -1.72  C11 1.145
25 H 1.53 -2.73 -1.39  C17 1.130
26 H -0.28 -3.63 -2.93  C11 1.180

---

Formula: C5H3ClS
Source: the Open Molecules 2025 dataset
Level of theory: ωB97M-V/def2-TZVPD

- HOMO energy (spin up / spin down): -8.71 / -8.71 eV
- LUMO level (spin up / spin down): -0.7 / -0.7 eV
- Total charge: 0
- SMILES string: ClC1=CSC=C=C1
- Energy above the lowest of the compared OMol25 structures with the same formula, charge and spin: 3.052 eV
- Spin multiplicity: 1

Last columns: bonded neighbours and bond lengths (Å).
Positions of all 10 atoms, in Å:
1 Cl -2.81 0.06 -1.11  C2 2.014
2 C -0.86 -0.16 -0.65  Cl1 2.014, C3 1.326, C7 1.515
3 C -0.87 -0.60 0.60  C2 1.326, S4 1.747, H8 1.081
4 S 0.51 -0.58 1.67  C3 1.747, C5 1.792
5 C 1.41 0.71 0.83  S4 1.792, C6 1.318, H9 1.131
6 C 1.29 0.67 -0.48  C5 1.318, C7 1.338
7 C 0.49 0.01 -1.32  C2 1.515, C6 1.338, H10 1.070
8 H -1.61 -1.08 1.22  C3 1.081
9 H 2.01 1.32 1.57  C5 1.131
10 H 0.43 -0.35 -2.33  C7 1.070